(1)
DFT (ωB97M-V/def2-TZVPD) results for the molecule C2H4N2 in a non-equilibrium geometry.

As for the HOMO-LUMO gap: 9.4505 eV. The value obtained for the LUMO energy is 0.9 eV. As for the structure (SMILES): C#CNN. The calculation puts the energy relative to the best compared isomer or geometry (same formula, charge and spin) at 3.913 eV. For the HOMO energy, the calculation gives -8.6 eV.

The geometry in ORCA input format:
```
! wB97M-V def2-TZVPD RIJCOSX def2/J DEFGRID3
* xyz 0 1
C 1.75 0.22 0.17
C 0.77 -0.39 -0.25
N -1.37 0.26 0.39
N -0.47 -0.82 -0.17
H 2.79 0.36 0.02
H -1.73 0.95 -0.33
H -0.76 0.80 1.02
H -0.99 -1.38 -0.84
*
```

Here are the natural (NBO) charges for atoms 1 to 5, given in e:
1 C -0.35
2 C 0.15
3 N -0.65
4 N -0.50
5 H 0.23



(2)
DFT (ωB97M-V/def2-TZVPD) results for the ion C2H4N2 with charge +2 in a non-equilibrium geometry.

As for the HOMO-LUMO gap (alpha / beta): 10.2620 / 10.2601 eV. The value obtained for the LUMO energy (alpha / beta) is -14.5 / -14.5 eV. The calculation puts the energy relative to the best compared isomer or geometry (same formula, charge and spin) at 4.494 eV. For the HOMO energy (alpha / beta), the calculation gives -24.7 / -24.7 eV.

The geometry in ORCA input format:
```
! wB97M-V def2-TZVPD RIJCOSX def2/J DEFGRID3
* xyz 2 1
C 0.98 0.73 0.01
C -0.72 -0.57 0.02
N 0.71 -0.48 -0.01
N -1.09 0.66 0.00
H 1.75 1.46 -0.05
H -1.20 -1.59 -0.02
H 1.47 -1.36 -0.02
H -1.90 1.15 0.06
*
```

Here are the natural (NBO) charges for atoms 1 to 5, given in e:
1 C 0.74
2 C 0.40
3 N -0.52
4 N -0.34
5 H 0.33



(3)
DFT (ωB97M-V/def2-TZVPD) results for the molecule C2H4N2O in a non-equilibrium geometry.

As for the HOMO-LUMO gap: 9.6823 eV. The value obtained for the LUMO energy is 0.0 eV. As for the structure (SMILES): [H]/N=C(/N)C=O. The calculation puts the energy relative to the best compared isomer or geometry (same formula, charge and spin) at 0.480 eV. For the HOMO energy, the calculation gives -9.7 eV.

The geometry in ORCA input format:
```
! wB97M-V def2-TZVPD RIJCOSX def2/J DEFGRID3
* xyz 0 1
C 0.46 -0.14 -0.09
C -0.86 0.30 0.51
H 2.36 -0.68 0.56
H 1.29 -0.16 1.82
H -0.25 -0.17 -1.82
H -0.90 0.40 1.62
N 1.45 -0.31 0.85
N 0.63 -0.33 -1.34
O -1.84 0.52 -0.16
*
```

Here are the natural (NBO) charges for atoms 1 to 5, given in e:
1 C 0.30
2 C 0.37
3 H 0.41
4 H 0.39
5 H 0.36



(4)
DFT (ωB97M-V/def2-TZVPD) results for the molecule C2H4N2O in a non-equilibrium geometry.

As for the HOMO-LUMO gap: 10.5297 eV. The value obtained for the LUMO energy is 0.5 eV. As for the structure (SMILES): [H]/N=C/NC=O. The calculation puts the energy relative to the best compared isomer or geometry (same formula, charge and spin) at 1.640 eV. For the HOMO energy, the calculation gives -10.0 eV.

The geometry in ORCA input format:
```
! wB97M-V def2-TZVPD RIJCOSX def2/J DEFGRID3
* xyz 0 1
C -1.27 0.44 0.04
C 0.99 -0.35 0.18
H -2.86 -0.59 -0.18
H -1.87 1.25 0.31
H 0.46 1.61 -0.54
H 0.44 -1.39 0.70
N -1.82 -0.67 -0.17
N 0.10 0.65 0.13
O 2.20 -0.17 -0.17
*
```

Here are the natural (NBO) charges for atoms 1 to 5, given in e:
1 C 0.27
2 C 0.53
3 H 0.35
4 H 0.16
5 H 0.43



(5)
DFT (ωB97M-V/def2-TZVPD) results for the molecule C2H4N2O in a non-equilibrium geometry.

As for the HOMO-LUMO gap: 8.9256 eV. The value obtained for the LUMO energy is -0.8 eV. As for the structure (SMILES): [H]/N=C(\C)N=O. The calculation puts the energy relative to the best compared isomer or geometry (same formula, charge and spin) at 3.288 eV. For the HOMO energy, the calculation gives -9.7 eV.

The geometry in ORCA input format:
```
! wB97M-V def2-TZVPD RIJCOSX def2/J DEFGRID3
* xyz 0 1
C 0.39 -0.95 0.03
C -0.12 0.47 0.21
N -1.42 0.48 0.57
N 0.44 1.58 -0.12
O -2.25 0.82 -0.27
H 1.43 1.50 -0.38
H 1.47 -0.93 -0.09
H 0.13 -1.55 0.90
H -0.08 -1.40 -0.85
*
```

Here are the natural (NBO) charges for atoms 1 to 5, given in e:
1 C -0.68
2 C 0.34
3 N 0.10
4 N -0.59
5 O -0.23



(6)
DFT (ωB97M-V/def2-TZVPD) results for the molecule C2H4N2O in a non-equilibrium geometry.

As for the HOMO-LUMO gap: 10.5278 eV. The value obtained for the LUMO energy is 0.6 eV. As for the structure (SMILES): C=NNC=O. The calculation puts the energy relative to the best compared isomer or geometry (same formula, charge and spin) at 2.642 eV. For the HOMO energy, the calculation gives -9.9 eV.

The geometry in ORCA input format:
```
! wB97M-V def2-TZVPD RIJCOSX def2/J DEFGRID3
* xyz 0 1
C 1.73 -0.45 -0.11
C -1.79 0.15 0.00
H 2.27 0.60 -0.08
H 2.36 -1.35 0.32
H -0.06 1.28 0.25
H -2.37 1.03 0.29
N 0.48 -0.62 -0.15
N -0.45 0.39 -0.37
O -2.17 -1.03 -0.14
*
```

Here are the natural (NBO) charges for atoms 1 to 5, given in e:
1 C -0.11
2 C 0.50
3 H 0.15
4 H 0.21
5 H 0.33



(7)
DFT (ωB97M-V/def2-TZVPD) results for the molecule C2H4N2O in a non-equilibrium geometry.

As for the HOMO-LUMO gap: 9.9669 eV. The value obtained for the LUMO energy is 0.2 eV. As for the structure (SMILES): [H]/N=C/C(N)=O. The calculation puts the energy relative to the best compared isomer or geometry (same formula, charge and spin) at 1.169 eV. For the HOMO energy, the calculation gives -9.8 eV.

The geometry in ORCA input format:
```
! wB97M-V def2-TZVPD RIJCOSX def2/J DEFGRID3
* xyz 0 1
C -0.47 0.93 -0.25
C 0.77 0.01 -0.06
N -1.54 0.45 0.19
N 0.61 -1.31 -0.03
O 2.03 0.48 0.14
H -0.29 1.98 -0.25
H -2.35 1.20 0.17
H -0.22 -1.92 0.00
H 1.46 -1.81 0.10
*
```

Here are the natural (NBO) charges for atoms 1 to 5, given in e:
1 C 0.04
2 C 0.59
3 N -0.56
4 N -0.78
5 O -0.65



(8)
DFT (ωB97M-V/def2-TZVPD) results for a cluster of 2 separate species, C2H4N2O in total in a non-equilibrium geometry.

As for the HOMO-LUMO gap (alpha / beta): 8.5536 / 7.8423 eV. The value obtained for the LUMO energy (alpha / beta) is 1.1 / 0.6 eV. The calculation puts the energy relative to the best compared isomer or geometry (same formula, charge and spin) at 4.623 eV. For the HOMO energy (alpha / beta), the calculation gives -7.5 / -7.2 eV.

The geometry in ORCA input format:
```
! wB97M-V def2-TZVPD RIJCOSX def2/J DEFGRID3
* xyz 0 1
C 3.09 0.58 1.06
C -0.92 -0.60 -0.14
N 0.70 1.08 0.54
N 0.34 -0.02 0.32
O 3.23 -0.57 0.81
H 3.70 1.41 1.39
H -1.25 -1.48 0.37
H -0.47 -0.99 -1.06
H -1.81 -0.02 -0.27
*
```

Here are the natural (NBO) charges for atoms 1 to 5, given in e:
1 C 0.39
2 C -0.48
3 N -0.07
4 N -0.15
5 O -0.48



(9)
DFT (ωB97M-V/def2-TZVPD) results for the molecule C2H4N2O2 in a non-equilibrium geometry.

As for the HOMO-LUMO gap: 9.9574 eV. The value obtained for the LUMO energy is 0.4 eV. As for the structure (SMILES): [H]/N=C\NOC=O. The calculation puts the energy relative to the best compared isomer or geometry (same formula, charge and spin) at 5.963 eV. For the HOMO energy, the calculation gives -9.5 eV.

The geometry in ORCA input format:
```
! wB97M-V def2-TZVPD RIJCOSX def2/J DEFGRID3
* xyz 0 1
C 1.44 -0.58 -0.11
C -1.69 0.57 -0.01
H 1.87 1.39 0.33
H 1.77 -1.66 -0.45
H -0.73 -1.29 0.08
H -1.96 1.72 -0.19
N 2.11 0.48 -0.26
N 0.15 -0.67 0.49
O -0.37 0.46 0.34
O -2.59 -0.42 -0.23
*
```

Here are the natural (NBO) charges for atoms 1 to 5, given in e:
1 C 0.26
2 C 0.57
3 H 0.37
4 H 0.18
5 H 0.40



(10)
DFT (ωB97M-V/def2-TZVPD) results for the molecule C2H4N2O2 in a non-equilibrium geometry.

As for the HOMO-LUMO gap: 9.9023 eV. The value obtained for the LUMO energy is 0.4 eV. As for the structure (SMILES): [H]/N=C(/N)OC=O. The calculation puts the energy relative to the best compared isomer or geometry (same formula, charge and spin) at 2.701 eV. For the HOMO energy, the calculation gives -9.5 eV.

The geometry in ORCA input format:
```
! wB97M-V def2-TZVPD RIJCOSX def2/J DEFGRID3
* xyz 0 1
C -0.59 0.29 0.00
C 1.72 -0.53 -0.10
H -1.91 -1.26 0.54
H -2.64 0.30 -0.06
H 0.66 1.63 0.04
H 2.17 -1.50 -0.49
N -1.73 -0.41 0.02
N -0.45 1.57 -0.09
O 0.35 -0.61 0.00
O 2.42 0.51 0.15
*
```

Here are the natural (NBO) charges for atoms 1 to 5, given in e:
1 C 0.65
2 C 0.64
3 H 0.41
4 H 0.41
5 H 0.37